# 1
{"formula": "C29H51BrN3O10S", "method": "ωB97M-V/def2-TZVPD", "symbols": ["C", "C", "C", "C", "C", "N", "C", "C", "Br", "C", "C", "O", "O", "C", "C", "S", "C", "N", "N", "C", "O", "C", "C", "C", "C", "O", "H", "H", "H", "H", "H", "H", "H", "H", "H", "H", "H", "H", "H", "H", "H", "H", "H", "H", "H", "H", "H", "H", "H", "C", "O", "C", "C", "O", "C", "C", "O", "C", "H", "H", "H", "H", "H", "H", "H", "H", "H", "H", "H", "H", "H", "H", "C", "O", "C", "C", "O", "C", "C", "O", "C", "H", "H", "H", "H", "H", "H", "H", "H", "H", "H", "H", "H", "H", "H"], "coordinates": [[-3.317, 2.323, -1.804], [-2.956, 2.149, -3.272], [-1.495, 1.753, -3.467], [-1.264, 0.261, -3.231], [0.131, -0.077, -2.686], [0.077, -0.226, -1.202], [0.115, 0.918, -0.489], [0.011, 0.934, 0.895], [0.183, 2.615, 1.703], [-0.125, -0.279, 1.569], [-0.245, -0.456, 3.061], [0.208, -1.445, 3.518], [-0.829, 0.470, 3.827], [-2.269, 0.413, 3.802], [-2.959, 1.764, 3.860], [-2.313, 2.854, 5.154], [-1.614, 4.138, 4.249], [-0.386, 4.540, 4.324], [-0.235, 5.584, 3.459], [-1.393, 5.751, 2.906], [-2.316, 4.900, 3.337], [-0.102, -1.437, 0.804], [-0.008, -1.427, -0.587], [0.026, -2.730, -1.336], [-1.078, -2.964, -2.388], [-0.618, -2.984, -3.728], [-4.285, 2.807, -1.716], [-2.605, 2.947, -1.263], [-3.406, 1.377, -1.270], [-3.584, 1.362, -3.686], [-3.138, 3.081, -3.792], [-0.886, 2.387, -2.824], [-1.198, 1.987, -4.487], [-1.431, -0.307, -4.140], [-2.005, -0.079, -2.511], [0.550, -0.970, -3.121], [0.801, 0.756, -2.865], [0.235, 1.837, -1.031], [-2.612, -0.202, 4.627], [-2.593, -0.085, 2.885], [-2.980, 2.253, 2.895], [-3.995, 1.570, 4.118], [-1.597, 6.492, 2.160], [-0.165, -2.384, 1.312], [-0.051, -3.516, -0.596], [1.021, -2.845, -1.766], [-1.839, -2.197, -2.295], [-1.542, -3.926, -2.186], [0.339, -3.056, -3.742], [-2.385, -3.924, -7.832], [-1.294, -4.805, -7.685], [-0.876, -4.982, -6.345], [-0.490, -6.418, -6.059], [-1.573, -7.325, -5.980], [-2.247, -7.700, -7.174], [-1.454, -8.591, -8.104], [-0.432, -7.871, -8.771], [0.752, -8.614, -8.968], [-2.078, -2.884, -7.669], [-2.754, -4.026, -8.850], [-3.197, -4.178, -7.141], [-1.659, -4.677, -5.644], [0.006, -4.347, -6.180], [-0.042, -6.431, -5.060], [0.277, -6.764, -6.755], [-2.635, -6.828, -7.702], [-3.108, -8.280, -6.833], [-2.139, -9.000, -8.858], [-1.033, -9.424, -7.531], [1.072, -9.105, -8.041], [1.530, -7.917, -9.275], [0.621, -9.368, -9.751], [4.626, 3.205, 9.883], [4.505, 4.455, 9.242], [5.629, 4.802, 8.450], [5.224, 5.492, 7.165], [4.625, 4.650, 6.194], [3.302, 4.182, 6.412], [2.218, 5.230, 6.292], [2.211, 6.103, 7.413], [1.909, 7.440, 7.086], [5.341, 3.252, 10.712], [3.645, 2.944, 10.279], [4.935, 2.425, 9.179], [6.224, 3.915, 8.208], [6.256, 5.494, 9.028], [6.145, 5.847, 6.696], [4.610, 6.371, 7.369], [3.222, 3.642, 7.357], [3.132, 3.458, 5.611], [1.250, 4.725, 6.245], [2.360, 5.790, 5.361], [2.512, 7.790, 6.241], [2.146, 8.053, 7.955], [0.845, 7.560, 6.847]], "charge": 1, "fmax_ev_per_a": 1.546, "homo_lumo_gap_ha": 0.1974}



# 2
{"formula": "C6H16F2Si2", "method": "ωB97M-V/def2-TZVPD", "symbols": ["C", "C", "C", "C", "C", "C", "F", "F", "Si", "Si", "H", "H", "H", "H", "H", "H", "H", "H", "H", "H", "H", "H", "H", "H", "H", "H"], "coordinates": [[0.619, 0.903, 1.302], [2.249, -0.686, 0.258], [2.537, 1.745, -0.031], [-2.577, -0.775, 1.192], [1.013, -0.410, -2.763], [1.451, 0.585, 0.102], [-4.795, -2.318, 0.312], [-4.291, -0.220, -1.056], [-4.304, -0.826, 0.422], [0.204, 0.858, -1.560], [-0.099, 0.093, 1.422], [1.055, 0.931, 2.339], [-0.086, 1.689, 1.167], [2.880, -0.855, -0.620], [1.611, -1.558, 0.396], [2.895, -0.486, 1.093], [2.081, 2.709, -0.342], [3.079, 1.614, 0.875], [3.143, 1.545, -0.853], [-2.607, 0.076, 1.874], [-2.459, -1.729, 1.829], [-1.676, -0.872, 0.551], [0.356, -1.152, -3.098], [1.241, 0.262, -3.617], [1.865, -0.878, -2.380], [-5.389, -0.242, 1.187]], "fmax_ev_per_a": 2.988, "e_above_lowest_kj_mol": 32.1, "homo_lumo_gap_ha": 0.2797}



# 3
{"formula": "C4H5NO", "method": "ωB97M-V/def2-TZVPD", "symbols": ["O", "C", "C", "C", "C", "N", "H", "H", "H", "H", "H"], "coordinates": [[1.071, 0.469, -1.661], [0.129, 0.984, -1.111], [-0.181, 0.777, 0.358], [0.387, -0.551, 0.871], [-0.387, -1.701, 0.386], [-1.020, -2.593, 0.006], [-0.552, 1.661, -1.665], [-1.259, 0.858, 0.535], [0.289, 1.611, 0.899], [0.380, -0.582, 1.964], [1.422, -0.653, 0.529]], "smiles": "N#CCCC=O", "fmax_ev_per_a": 1.188, "e_above_lowest_kj_mol": 61.6, "homo_lumo_gap_ha": 0.4086}



What LUMO values result from the calculations? In sequence: -4.76 -0.47 0.63 eV.